1.
Computed, not measured: C26H39BIN7O5OsS2 as an isolated structure, with wB97M-V/def2-TZVPD.

Each line ends with the Löwdin charge.
Positions of all 82 atoms, in Å:
1 Os 0.026 -0.524 1.189  1.721
2 I -2.564 5.269 2.616  0.882
3 S 0.538 -3.626 -0.373  1.078
4 S -2.626 -1.562 0.960  0.484
5 O 0.138 -2.195 0.063  -0.675
6 O -1.515 2.656 0.980  -0.009
7 O -2.762 -2.436 -0.168  -0.293
8 O -1.944 -0.243 0.601  -0.467
9 O -1.819 -2.084 2.079  -0.369
10 N 2.043 -0.524 1.398  -0.099
11 N 2.676 0.626 1.048  0.045
12 N 0.127 0.970 2.406  -0.114
13 N 0.937 2.030 2.125  0.056
14 N 1.050 1.815 -0.338  0.040
15 N -3.123 2.708 -0.598  0.197
16 N 0.439 0.617 -0.563  0.014
17 C -0.757 -3.410 -6.255  -0.026
18 C -0.171 2.046 -2.146  0.041
19 C 4.212 -0.950 1.252  0.059
20 C -2.348 3.285 0.347  -0.637
21 C -0.646 -4.713 0.398  -0.194
22 C -1.446 -3.919 -3.882  -0.004
23 C 2.646 -2.864 2.029  -0.024
24 C 4.973 1.428 0.520  0.010
25 C 3.988 0.390 0.935  -0.222
26 C -4.242 -1.122 1.499  -0.091
27 C -0.528 1.239 3.599  -0.249
28 C -1.410 0.260 4.285  0.012
29 C 1.088 -3.283 -2.949  -0.080
30 C -0.465 -3.507 -4.785  -0.240
31 C -2.580 4.769 0.548  -0.549
32 C -0.330 0.753 -1.667  -0.281
33 C 0.809 -3.201 -4.299  -0.021
34 C 0.081 -3.676 -2.068  -0.408
35 C 0.780 2.957 3.056  -0.217
36 C 0.703 2.689 -1.279  -0.241
37 C -1.187 -4.007 -2.525  -0.052
38 C 1.487 4.260 3.048  0.017
39 C -1.128 -0.351 -2.275  0.003
40 C 1.244 4.076 -1.357  0.019
41 C 2.974 -1.492 1.546  -0.280
42 C -0.139 2.475 4.014  0.048
43 B 1.885 1.953 0.910  -0.499
44 H -0.820 -0.337 4.985  0.108
45 H -0.470 2.993 4.898  0.136
46 H -3.522 5.115 0.136  0.048
47 H -1.761 5.326 0.099  0.050
48 H 3.100 -3.024 3.007  0.103
49 H 5.163 -1.456 1.276  0.133
50 H -1.633 -0.950 -1.527  0.034
51 H -2.433 -4.173 -4.248  0.128
52 H -1.827 -3.414 -6.454  0.085
53 H -1.884 -0.426 3.590  0.041
54 H -1.973 -4.304 -1.845  0.110
55 H 1.077 4.907 3.818  0.093
56 H -1.865 0.058 -2.963  0.103
57 H 2.623 2.886 0.891  0.134
58 H 1.585 -2.904 -4.994  0.129
59 H 1.385 4.753 2.081  0.087
60 H -4.865 -1.055 0.610  0.085
61 H -0.317 -4.261 -6.779  0.100
62 H 1.080 4.622 -0.426  0.080
63 H -4.609 -1.900 2.166  0.091
64 H 2.078 -3.048 -2.573  0.118
65 H -0.626 2.465 -3.029  0.131
66 H 0.765 4.610 -2.173  0.095
67 H -0.633 -5.667 -0.128  0.088
68 H -0.316 -2.509 -6.682  0.089
69 H 1.571 -3.006 2.126  0.047
70 H -1.624 -4.243 0.355  0.035
71 H 4.648 1.928 -0.393  0.093
72 H -0.473 -1.017 -2.841  0.081
73 H -2.171 0.785 4.858  0.104
74 H 5.940 0.966 0.344  0.095
75 H -3.803 3.218 -1.133  0.116
76 H 3.059 -3.614 1.355  0.089
77 H -0.337 -4.848 1.433  0.071
78 H -4.187 -0.161 2.011  0.080
79 H 2.319 4.064 -1.545  0.099
80 H 2.554 4.122 3.239  0.108
81 H -2.995 1.723 -0.764  0.096
82 H 5.085 2.191 1.292  0.099

Highest occupied orbital energy (spin up / spin down) (eV): -13.7871 / -13.7782
Net charge: +2
2S+1: 1



2.
Computed, not measured: a 3-piece molecular cluster, C26H39BrClF5O10S overall, with wB97M-V/def2-TZVPD.

Each line ends with the Löwdin charge.
Positions of all 83 atoms, in Å:
1 Br -5.392 -4.219 0.262  0.706
2 Cl 0.445 0.194 -2.180  0.709
3 S -5.630 0.436 -2.650  0.786
4 F -7.561 -1.179 -1.923  0.138
5 F -7.909 0.579 -4.936  0.190
6 F -8.631 1.158 -2.956  0.180
7 F -6.711 -1.620 -3.880  0.142
8 F -9.311 -0.702 -3.877  0.179
9 O -4.127 0.229 -5.424  0.174
10 O -3.853 3.494 -1.562  0.070
11 O -2.204 -3.232 -3.103  0.137
12 O -3.795 4.446 -3.594  0.156
13 O 1.423 -0.049 1.211  -0.215
14 O 8.133 1.984 7.601  -0.189
15 O 3.164 1.502 2.997  -0.187
16 O -5.577 0.549 -1.223  -0.243
17 O -5.714 1.595 -3.477  -0.226
18 O 6.340 0.381 5.915  -0.202
19 C 5.615 0.011 7.073  -0.112
20 C 1.596 1.357 1.145  -0.216
21 C -2.049 -0.031 -4.307  -0.114
22 C 3.912 0.324 3.240  -0.103
23 C 1.994 -2.437 -2.444  -0.113
24 C -4.233 -2.100 -1.185  -0.184
25 C -3.992 -3.603 -0.968  -0.709
26 C -4.247 -0.529 -3.174  -0.136
27 C -2.222 2.696 -3.172  -0.093
28 C -8.269 0.132 -3.736  -0.567
29 C -2.032 2.465 -4.679  -0.151
30 C -2.420 -2.051 -3.078  -0.258
31 C 0.680 -0.476 2.337  -0.108
32 C -3.379 3.621 -2.849  -0.520
33 C 6.528 1.781 5.785  -0.206
34 C 0.506 -2.444 -2.790  -0.281
35 C 8.873 0.811 7.880  -0.111
36 C 2.967 1.783 1.624  -0.205
37 C 7.913 2.207 6.220  -0.206
38 C -2.605 -3.946 -0.410  -0.133
39 C -1.479 -1.012 -3.601  -0.114
40 C -1.361 1.114 -4.989  -0.118
41 C 0.011 -1.119 -3.353  -0.568
42 C -3.543 -0.070 -4.424  -0.324
43 C -3.708 -1.524 -2.468  -0.055
44 C -7.113 -0.643 -3.059  -0.461
45 H 0.800 -1.556 2.414  0.089
46 H 2.166 -2.001 -1.459  0.060
47 H -3.004 2.530 -5.171  0.115
48 H -3.742 -1.550 -0.371  0.148
49 H -1.416 3.251 -5.118  0.124
50 H 5.771 2.323 6.362  0.129
51 H 8.807 0.636 8.953  0.089
52 H -2.337 1.755 -2.622  0.107
53 H 2.371 -3.461 -2.427  0.076
54 H 3.737 1.293 1.018  0.128
55 H 5.722 -1.066 7.192  0.090
56 H 3.545 -0.517 2.647  0.085
57 H 2.579 -1.872 -3.175  0.076
58 H 5.999 0.510 7.965  0.085
59 H 3.812 0.086 4.297  0.084
60 H 4.551 0.249 6.963  0.085
61 H -1.342 3.175 -2.728  0.136
62 H -2.672 -4.390 0.581  0.056
63 H 1.040 -0.011 3.257  0.085
64 H -0.318 1.137 -4.671  0.094
65 H 0.549 -0.891 -4.275  0.116
66 H 6.393 2.037 4.730  0.121
67 H 1.481 1.658 0.099  0.092
68 H 0.290 -3.218 -3.532  0.121
69 H 8.471 -0.056 7.350  0.083
70 H -0.384 -0.246 2.213  0.088
71 H 9.927 0.938 7.608  0.088
72 H -1.374 0.953 -6.073  0.138
73 H 3.066 2.864 1.488  0.127
74 H 8.025 3.280 6.036  0.126
75 H 0.822 1.864 1.730  0.129
76 H -4.382 2.688 -1.467  0.075
77 H 4.974 0.482 3.021  0.087
78 H -1.984 -3.048 -0.337  0.072
79 H -5.292 -1.876 -1.090  0.067
80 H -2.086 -4.648 -1.064  0.080
81 H -4.182 -4.153 -1.885  0.085
82 H 8.665 1.681 5.622  0.127
83 H -0.080 -2.692 -1.899  0.100

Highest occupied orbital energy (eV): -9.3504
SMILES: CC[C@H](Cl)C1=C(CCCC(=O)O)C(=O)C(S(=O)(=O)C(F)(F)C(F)(F)F)=C(C[C@@H](C)Br)C1=O.COCCOC.COCCOC
2S+1: 1



3.
Computed, not measured: a 13-piece molecular cluster, C26H39N13 overall, with wB97M-V/def2-TZVPD.

Each line ends with the Löwdin charge.
Positions of all 78 atoms, in Å:
1 N -2.367 -5.391 0.432  0.131
2 N 2.748 -0.846 8.556  0.126
3 N 3.805 -5.438 1.823  0.104
4 N -0.045 2.177 6.836  0.111
5 N 0.313 -0.770 2.006  0.137
6 N -1.464 2.370 2.288  0.147
7 N 4.097 1.868 -0.979  0.130
8 N -1.215 5.948 2.274  0.111
9 N -1.263 -1.705 -1.736  0.145
10 N 0.350 3.507 -2.575  0.154
11 N -7.188 5.762 -2.322  0.128
12 N 2.541 -3.268 -0.684  0.137
13 N 1.475 -2.545 -5.093  0.136
14 C -1.613 -4.534 0.686  -0.296
15 C -1.136 5.656 1.168  -0.261
16 C -0.033 0.915 -0.042  -0.110
17 C -0.783 -3.441 0.992  -0.122
18 C 4.141 -2.833 2.253  -0.072
19 C -0.181 -0.812 -6.144  -0.042
20 C 3.497 -5.069 -2.411  -0.062
21 C 0.763 -1.859 -5.554  -0.273
22 C 1.900 -1.248 7.952  -0.289
23 C 2.980 -4.105 -1.414  -0.230
24 C -1.822 1.569 3.047  -0.238
25 C -1.347 -4.193 -2.622  -0.062
26 C -2.308 0.534 4.027  -0.039
27 C 0.236 2.944 5.983  -0.268
28 C -5.536 3.737 -2.475  -0.071
29 C -0.201 3.208 -3.605  -0.215
30 C -1.083 5.331 -0.341  -0.074
31 C 2.711 0.777 -2.914  -0.084
32 C -6.435 4.902 -2.355  -0.280
33 C 0.461 3.854 4.864  -0.076
34 C 3.492 1.408 -1.844  -0.274
35 C 0.123 -0.013 1.086  -0.234
36 C 0.822 -1.797 7.091  -0.071
37 C -1.310 -2.832 -2.149  -0.256
38 C -0.914 2.702 -4.781  -0.059
39 C 3.949 -4.312 2.053  -0.286
40 H -4.625 4.057 -1.969  0.067
41 H -0.516 3.153 -5.690  0.092
42 H 0.359 4.892 5.180  0.085
43 H -0.181 -1.632 7.484  0.074
44 H -0.964 6.212 -0.971  0.073
45 H -0.942 -0.667 -5.377  0.062
46 H -0.576 -1.147 -7.102  0.079
47 H 0.286 1.922 0.229  0.064
48 H 0.586 0.589 -0.878  0.045
49 H 4.363 -4.726 -2.977  0.084
50 H -1.214 -2.513 0.614  0.044
51 H 3.803 -5.936 -1.826  0.081
52 H -1.985 2.852 -4.649  0.083
53 H -1.885 -4.267 -3.567  0.091
54 H 0.335 0.142 -6.261  0.065
55 H -1.638 -4.951 -1.894  0.057
56 H -5.992 2.947 -1.878  0.079
57 H -0.526 -3.335 2.046  0.078
58 H 1.450 3.607 4.480  0.086
59 H -1.015 0.932 -0.514  0.067
60 H 0.171 -3.518 0.470  0.056
61 H 0.875 -2.864 6.872  0.074
62 H 1.815 1.344 -3.166  0.036
63 H 4.946 -2.640 1.544  0.072
64 H -0.118 4.829 -0.416  0.035
65 H -3.321 0.236 3.754  0.079
66 H -1.738 -0.373 3.828  0.056
67 H -2.180 0.963 5.021  0.070
68 H -0.281 -4.390 -2.732  0.078
69 H -0.882 1.612 -4.794  0.053
70 H -0.247 3.648 4.061  0.030
71 H -5.389 3.242 -3.435  0.078
72 H -1.910 4.661 -0.576  0.059
73 H 3.381 -2.208 1.783  0.050
74 H 4.376 -2.569 3.284  0.077
75 H 2.285 -0.174 -2.595  0.066
76 H 2.709 -5.334 -3.116  0.075
77 H 3.311 0.513 -3.785  0.081
78 H 0.917 -1.270 6.142  0.069

Highest occupied orbital energy (eV): -11.2206
Relative energy (zero: lowest compared OMol25 entry of this formula, charge and spin) (eV): 2.4554
2S+1: 1



no.,largest force on an atom (Eh/bohr)
1,0.050
2,0.012
3,0.200